Computed, not measured: 2 unconnected molecules or ions with the total composition C8H14N3O in a non-equilibrium geometry, with ωB97M-V/def2-TZVPD.

- energy relative to the best compared isomer or geometry (same formula, charge and spin) (kcal/mol) = 117.4
- net charge = +1
- Kohn-Sham gap (alpha / beta) (eV) = 7.0 / 7.0

Each line ends with the Löwdin charge.
Element x y z (Å)
1 C 2.874 -0.997 0.756  -0.211
2 C 3.020 0.397 0.334  -0.274
3 C 0.937 -0.508 -0.513  -0.375
4 C 3.950 -1.773 1.045  0.167
5 C -0.134 -0.550 -1.297  -0.051
6 C -2.629 0.179 1.655  -0.008
7 C 1.733 3.135 -0.198  0.005
8 C 1.176 1.857 -0.467  -0.007
9 N 1.567 -1.387 0.343  0.100
10 N 1.685 0.674 -0.292  0.100
11 N -0.676 -1.947 -1.297  0.109
12 O 3.981 1.085 0.355  0.210
13 H 3.535 -2.783 1.200  0.091
14 H 4.883 -1.520 1.367  0.056
15 H -3.171 -0.405 0.966  0.012
16 H -2.995 1.123 1.614  -0.010
17 H -2.908 -0.175 2.593  0.011
18 H 1.144 3.862 -0.813  0.134
19 H 1.486 3.413 0.771  0.099
20 H 2.799 3.082 -0.165  0.094
21 H -1.585 0.265 1.555  -0.003
22 H 0.292 1.903 -1.152  0.158
23 H 1.536 -2.382 0.203  0.136
24 H -1.670 -1.888 -1.488  0.139
25 H -0.491 -2.624 -0.574  0.132
26 H -0.240 -2.175 -2.247  0.186

***

Computed, not measured: 2 unconnected molecules or ions with the total composition CH3N2 in a non-equilibrium geometry, with ωB97M-V/def2-TZVPD.

- energy relative to the best compared isomer or geometry (same formula, charge and spin) (kcal/mol) = 130.4
- net charge = +1
- Kohn-Sham gap (alpha / beta) (eV) = 5.6 / 5.8

Each line ends with the Löwdin charge.
Element x y z (Å)
1 C -2.061 -0.208 0.098  0.187
2 N 2.309 -0.131 0.119  0.385
3 N 1.300 0.206 -0.138  0.421
4 H -2.329 0.660 0.608  -0.092
5 H -2.455 -0.177 -0.896  -0.069
6 H 3.236 -0.351 0.208  0.168